Formula: C8H13N2O
Source: OMol25
Level of theory: ωB97M-V with the def2-TZVPD basis set

```
24
Properties=species:S:1:pos:R:3
C 1.25309 -0.56550 2.24660
C 0.42478 0.08826 1.13949
N -0.09825 -0.63924 0.20366
N 0.01670 -2.30460 -0.05669
C 0.01472 -2.37077 -1.41951
O 0.23907 -3.39203 -2.00064
C -0.35061 -1.03701 -2.04560
C -0.86888 -0.16659 -0.92998
C -0.60587 1.34016 -1.11833
C -0.79555 2.24455 0.18025
C 0.15165 1.53947 1.25687
H 2.26417 -0.94848 1.81892
H 0.76792 -1.57400 2.50571
H 1.45582 0.03065 3.11056
H 0.57433 -2.79824 0.64237
H 0.59145 -0.48755 -2.40920
H -1.06675 -1.12117 -2.93175
H -1.87658 -0.46378 -0.75731
H -1.31424 1.70566 -1.89166
H 0.53875 1.55044 -1.42261
H -1.92483 2.26409 0.53913
H -0.45090 3.35973 0.01290
H -0.15335 1.88050 2.25610
H 1.21336 1.86544 1.07072
```

Results
Orbital gap ... 10.0441 eV
F_max ... 0.1067 hartree/bohr
Highest occupied orbital energy ... -0.517 Ha
Relative energy (zero: lowest compared OMol25 entry of this formula, charge and spin) ... 234.4 kJ/mol
Net charge ... +1
LUMO energy ... -4.016 eV

Charges in e, computed with Löwdin, in the same order as the atoms: 0.02 -0.20 0.10 0.27 -0.50 0.14 -0.03 -0.29 -0.13 -0.14 -0.11 0.14 0.11 0.08 0.15 0.16 0.17 0.16 0.13 0.17 0.15 0.15 0.14 0.16